Record 1
13
Properties=species:S:1:pos:R:3 method="wB97M-V/def2-TZVPD" lumo_energy_ev="-0.730 / -0.579" de_lowest_kcal_mol=83.68 max_force_ev_per_a=3.542
C 0.02 1.17 0.04
C 1.37 0.98 0.22
C -0.60 -1.24 -0.33
C -0.98 0.10 0.18
C 2.07 -0.14 0.16
P -0.67 -2.76 0.15
Br 4.02 -0.26 -0.01
H -0.25 2.18 0.04
H 1.93 1.96 0.27
H -0.98 0.09 1.24
H -1.97 0.57 -0.23
H 1.75 -1.09 -0.15
H -0.80 -3.48 -1.21


Record 2
18
Properties=species:S:1:pos:R:3 method="wB97M-V/def2-TZVPD" lumo_energy_ev=0.939 de_lowest_kcal_mol=30.38 max_force_ev_per_a=2.002 smiles="C=CN.CCN"
C 0.19 2.65 1.71
C 1.40 2.10 0.94
N 1.17 1.19 -0.18
H 0.13 3.74 1.68
H -0.78 2.34 1.32
H 0.27 2.33 2.74
H 2.07 2.87 0.55
H 2.01 1.57 1.65
H 0.74 0.31 0.07
H 0.45 1.55 -0.80
C -0.53 -3.29 -1.20
C -0.62 -1.97 -1.19
N -1.49 -1.24 -0.38
H -1.03 -3.97 -0.54
H 0.25 -3.76 -1.79
H -0.05 -1.30 -1.77
H -2.15 -1.81 0.12
H -1.83 -0.36 -0.69


Record 3
19
Properties=species:S:1:pos:R:3 method="wB97M-V/def2-TZVPD" lumo_energy_ev=0.138 de_lowest_kcal_mol=67.87 max_force_ev_per_a=3.812 smiles="O=N[C@@H]1c2sccc2-n2cccc21"
C 2.75 0.69 0.20
C 1.82 1.68 -0.23
C -0.80 -2.31 0.27
C 2.08 -0.51 0.29
C -2.16 -2.47 0.14
C -0.37 -0.96 0.07
C 0.59 1.06 -0.20
C -1.46 -0.15 -0.15
C -0.86 1.36 -0.57
N -1.49 2.08 0.48
N 0.81 -0.28 0.04
O -2.21 3.04 0.28
S -2.92 -0.92 -0.14
H 3.79 1.04 0.33
H 2.08 2.75 -0.41
H -0.11 -3.20 0.43
H 2.55 -1.35 0.61
H -2.89 -3.24 0.09
H -1.19 1.70 -1.54


Record 4
22
Properties=species:S:1:pos:R:3 method="wB97M-V/def2-TZVPD" lumo_energy_ev=-3.733 de_lowest_kcal_mol=212.03 max_force_ev_per_a=3.473
C -1.21 -0.04 1.46
N 0.01 0.58 1.83
C -1.18 -0.73 0.05
C -1.03 0.38 -1.05
C 0.11 1.37 -1.13
N -2.42 -1.27 -0.22
C 3.01 -0.35 -0.84
O 1.93 -0.11 0.01
H -1.53 -0.77 2.23
H -2.06 0.66 1.32
H 0.28 0.48 2.79
H 0.82 0.33 1.24
H -0.37 -1.46 -0.02
H -2.03 0.77 -1.23
H -0.89 -0.30 -1.96
H 0.99 1.06 -0.47
H 0.23 1.62 -2.18
H -0.19 2.34 -0.72
H -2.36 -2.27 -0.43
H 3.08 -1.44 -1.00
H 3.91 -0.02 -0.28
H 3.04 0.23 -1.79


Record 5
17
Properties=species:S:1:pos:R:3 method="wB97M-V/def2-TZVPD" lumo_energy_ev=2.476 de_lowest_kcal_mol=286.28 total_charge=-1 max_force_ev_per_a=5.868
C 0.19 -0.82 -0.56
C 0.13 0.66 0.17
C 1.14 0.79 1.18
O 0.41 -1.64 2.42
N 0.57 -1.30 -1.98
C 0.26 0.09 -2.18
O -2.13 1.64 -0.79
H 1.04 -1.24 0.04
H -0.63 -1.52 -0.23
H -0.85 1.05 -0.06
H -0.05 0.28 1.25
H -0.20 -2.03 2.98
H 1.60 -0.06 1.67
H 1.04 1.71 1.70
H -0.74 0.49 -2.42
H 1.03 0.94 -2.31
H -2.81 0.97 -0.89


Record 6
6
Properties=species:S:1:pos:R:3 method="wB97M-V/def2-TZVPD" lumo_energy_ev=0.340 de_lowest_kcal_mol=3.32 max_force_ev_per_a=3.045 smiles=N#CS.N#N
C 1.16 -0.96 -0.14
N 1.75 -1.97 0.04
N 4.32 0.34 -0.43
N 3.90 0.36 0.56
S 0.39 0.56 -0.30
H 1.66 1.14 0.11


Record 7
93
Properties=species:S:1:pos:R:3 method="wB97M-V/def2-TZVPD" lumo_energy_ev="-2.278 / -2.266" max_force_ev_per_a=3.439
W -0.67 0.42 -0.06
O 3.21 -0.50 0.85
C 2.06 -0.16 0.70
N 1.21 -0.40 -0.29
C 1.61 -1.24 -1.39
C 0.61 -0.98 -2.48
C 0.78 -1.49 -3.75
C -0.18 -1.26 -4.73
C -1.28 -0.50 -4.36
C -1.38 -0.01 -3.08
N -0.46 -0.23 -2.11
C 1.26 0.81 1.68
C 2.03 1.11 2.90
C 1.62 0.63 4.10
C 0.44 -0.14 4.19
C -0.33 -0.33 3.07
N 0.00 0.16 1.88
H 1.60 -2.30 -1.10
H 2.64 -1.01 -1.71
H 1.67 -2.07 -3.98
H -0.06 -1.64 -5.73
H -2.07 -0.28 -5.06
H -2.23 0.61 -2.81
H 2.96 1.64 2.78
H 2.17 0.87 5.00
H 0.13 -0.55 5.14
H -1.27 -0.87 3.11
Cl -1.22 2.55 -1.18
C -2.83 0.37 -0.32
Cl -2.62 1.20 1.22
H -3.39 -0.55 -0.11
H -3.45 1.03 -0.95
S -1.90 -5.34 0.74
P -2.37 -3.65 -0.14
S -1.13 -2.14 0.48
C -4.10 -3.15 0.24
C -4.57 -3.51 1.49
C -5.85 -3.15 1.87
C -6.67 -2.45 1.00
C -6.19 -2.10 -0.26
C -4.91 -2.44 -0.64
C -2.34 -3.94 -1.94
C -1.14 -3.85 -2.62
C -1.06 -4.25 -3.95
C -2.18 -4.75 -4.59
C -3.37 -4.88 -3.90
C -3.45 -4.49 -2.57
H -3.94 -4.08 2.15
H -6.21 -3.43 2.85
H -7.67 -2.18 1.29
H -6.83 -1.57 -0.95
H -4.54 -2.16 -1.62
H -0.27 -3.48 -2.10
H -0.11 -4.19 -4.47
H -2.12 -5.06 -5.62
H -4.24 -5.30 -4.38
H -4.38 -4.63 -2.02
C 0.84 1.88 0.67
Ge 0.21 3.57 1.51
C 0.18 5.16 0.31
C 0.69 5.15 -0.98
C 0.68 6.30 -1.75
C 0.16 7.48 -1.23
C -0.33 7.50 0.06
C -0.31 6.35 0.83
C -1.44 3.55 2.62
C -2.55 4.32 2.29
C -3.63 4.42 3.14
C -3.62 3.75 4.36
C -2.53 2.96 4.69
C -1.46 2.86 3.83
C 1.68 4.09 2.78
C 2.96 4.20 2.24
C 4.05 4.52 3.02
C 3.89 4.74 4.38
C 2.62 4.67 4.93
C 1.53 4.35 4.13
H 1.66 2.13 -0.03
H 1.08 4.24 -1.40
H 1.08 6.29 -2.75
H 0.12 8.37 -1.84
H -0.73 8.42 0.48
H -0.69 6.37 1.84
H -2.55 4.84 1.34
H -4.47 5.03 2.87
H -4.45 3.85 5.03
H -2.52 2.43 5.64
H -0.61 2.24 4.10
H 3.10 4.02 1.18
H 5.04 4.58 2.58
H 4.74 4.96 5.00
H 2.48 4.85 5.98
H 0.54 4.30 4.58


Record 8
8
Properties=species:S:1:pos:R:3 method="wB97M-V/def2-TZVPD" lumo_energy_ev="-0.956 / 0.047" de_lowest_kcal_mol=149.42 max_force_ev_per_a=3.153
C 0.07 -1.38 -0.35
O -0.39 -0.46 0.37
P -1.38 0.79 0.08
Cl 1.23 -2.49 0.32
Cl -0.01 -1.17 -2.08
H 0.59 1.64 -0.10
H 1.23 1.87 0.42
H -1.34 1.20 1.33


Record 9
14
Properties=species:S:1:pos:R:3 method="wB97M-V/def2-TZVPD" lumo_energy_ev=0.725 de_lowest_kcal_mol=105.46 max_force_ev_per_a=0.745
C 1.03 -0.80 2.15
O 1.43 -0.13 0.98
C 0.33 0.21 0.18
C 0.79 1.17 -0.90
C -1.22 0.41 -2.07
O -0.04 1.25 -1.90
H 0.38 -0.17 2.77
H 0.49 -1.73 1.91
H 1.95 -1.03 2.70
H -0.39 0.86 0.73
H -0.23 -0.69 -0.12
H -0.92 -0.63 -2.10
H -1.96 0.59 -1.29
H -1.65 0.69 -3.03


Record 10
9
Properties=species:S:1:pos:R:3 method="wB97M-V/def2-TZVPD" lumo_energy_ev="-1.568 / -0.005" de_lowest_kcal_mol=177.45 max_force_ev_per_a=4.903
C -0.83 -0.60 -0.26
C -1.93 -0.09 0.01
C 0.53 -0.89 0.17
N 1.37 1.36 0.09
O 0.83 0.39 -0.49
O -3.00 0.38 0.10
H 1.25 2.13 -0.48
H 0.60 -1.09 1.25
H 1.18 -1.57 -0.39


Record 11
47
Properties=species:S:1:pos:R:3 method="wB97M-V/def2-TZVPD" lumo_energy_ev="-9.100 / -12.614" de_lowest_kcal_mol=1.64 multiplicity=5 s_squared=6.026 total_charge=+3 max_force_ev_per_a=3.473
Rh -17.43 -5.74 -2.75
O -18.86 -12.90 -3.31
N -18.35 -12.59 -2.28
O -17.99 -13.29 -1.40
C -18.11 -11.07 -2.09
C -18.11 -10.71 -0.79
C -17.88 -9.38 -0.39
C -17.72 -9.04 0.98
C -17.33 -7.73 1.23
C -17.17 -6.82 0.22
N -17.35 -7.13 -1.08
C -17.66 -8.44 -1.39
C -17.90 -8.76 -2.76
N -17.82 -7.71 -3.62
C -18.05 -7.93 -4.92
C -18.31 -9.24 -5.40
C -18.29 -10.30 -4.51
C -18.10 -10.09 -3.13
H -18.20 -11.44 -0.01
H -17.93 -9.75 1.74
H -17.07 -7.37 2.24
H -16.84 -5.85 0.40
H -17.91 -7.08 -5.55
H -18.56 -9.36 -6.42
H -18.23 -11.32 -4.92
N -21.57 -0.97 -3.72
C -20.46 -1.43 -4.28
N -19.87 -0.89 -5.32
N -20.04 -2.55 -3.64
C -18.95 -3.15 -3.52
N -18.04 -3.87 -3.26
H -22.14 -0.23 -4.07
H -21.89 -1.51 -2.91
H -20.28 0.00 -5.59
H -18.95 -1.09 -5.70
Br -13.74 -7.64 -0.92
C -12.57 -6.61 -1.94
C -11.23 -7.09 -2.18
C -10.50 -6.65 -3.21
C -11.04 -5.61 -4.00
C -12.23 -4.95 -3.63
C -13.06 -5.51 -2.74
I -14.79 -4.38 -2.51
H -11.14 -7.97 -1.52
H -9.59 -7.06 -3.57
H -10.45 -5.23 -4.75
H -12.53 -4.06 -4.23


Record 12
18
Properties=species:S:1:pos:R:3 method="wB97M-V/def2-TZVPD" lumo_energy_ev=0.903 de_lowest_kcal_mol=11.53 max_force_ev_per_a=2.943 smiles=CSC(C)(C)C
C -2.35 0.04 -0.02
C 0.44 -0.25 -0.04
C 0.64 0.22 1.39
C 0.26 0.92 -0.89
C 1.53 -1.19 -0.45
H -2.53 0.64 0.89
H -2.15 0.70 -0.81
H -3.31 -0.52 -0.23
H -0.17 0.78 1.78
H 1.45 0.93 1.28
H 1.01 -0.49 2.11
H 0.04 0.64 -1.94
H 1.09 1.65 -0.84
H -0.56 1.53 -0.60
H 1.42 -1.68 -1.35
H 2.55 -0.73 -0.52
H 1.73 -1.96 0.22
S -1.10 -1.25 0.03


Record 13
50
Properties=species:S:1:pos:R:3 method="wB97M-V/def2-TZVPD" lumo_energy_ev=0.460 de_lowest_kcal_mol=27.18 max_force_ev_per_a=0.894 smiles="COCCn1/c(=N/C(=O)CCS(=O)(=O)c2ccccc2)sc2cc(C)ccc21"
C -0.44 -4.46 0.30
O 0.86 -4.11 0.72
C 1.13 -2.74 0.68
C 1.50 -2.25 -0.74
N 1.62 -0.81 -0.77
C 0.59 -0.03 -1.12
N -0.54 -0.52 -1.55
C -1.51 0.40 -1.80
O -1.33 1.61 -1.75
C -2.85 -0.22 -2.13
C -3.16 -1.36 -1.18
H -2.46 -2.17 -1.30
H -4.18 -1.72 -1.28
S -2.99 -0.86 0.59
O -1.66 -1.18 1.04
O -4.07 -1.51 1.29
C -3.22 0.91 0.67
C -4.45 1.44 0.35
C -4.62 2.82 0.39
C -3.56 3.63 0.76
C -2.34 3.09 1.10
C -2.16 1.71 1.06
H -1.22 1.25 1.32
H -1.51 3.72 1.38
H -3.69 4.70 0.78
H -5.58 3.25 0.14
H -5.26 0.78 0.08
H -3.61 0.57 -2.08
H -2.81 -0.60 -3.15
S 0.92 1.67 -0.93
C 2.52 1.27 -0.31
C 3.50 2.14 0.12
C 4.71 1.62 0.58
C 4.90 0.24 0.59
C 3.92 -0.64 0.17
C 2.71 -0.11 -0.29
H 4.09 -1.70 0.19
H 5.84 -0.16 0.95
C 5.81 2.53 1.05
H 6.09 2.28 2.07
H 5.49 3.57 1.01
H 6.69 2.41 0.42
H 3.33 3.20 0.10
H 0.70 -2.51 -1.44
H 2.43 -2.70 -1.07
H 1.97 -2.57 1.35
H 0.26 -2.16 1.03
H -0.56 -4.38 -0.79
H -0.58 -5.50 0.59
H -1.19 -3.84 0.79


Record 14
17
Properties=species:S:1:pos:R:3 method="wB97M-V/def2-TZVPD" lumo_energy_ev=-5.082 de_lowest_kcal_mol=94.91 total_charge=+1 max_force_ev_per_a=4.597
C -0.30 -0.32 -2.10
C -0.33 0.41 -1.08
C 0.62 1.81 0.89
C -0.83 1.65 1.27
C -0.33 1.14 0.01
C 0.59 -2.36 -0.24
N 0.23 -1.33 0.46
H -0.47 0.07 -3.04
H 0.89 2.87 0.81
H 1.33 1.39 1.58
H -1.40 0.92 1.91
H -1.40 2.63 1.38
H -0.26 -1.40 -2.26
H 1.61 -2.45 -0.59
H -0.08 -3.17 -0.51
H 0.92 -0.66 0.87
H -0.79 -1.20 0.64


Record 15
93
Properties=species:S:1:pos:R:3 method="wB97M-V/def2-TZVPD" lumo_energy_ev="0.924 / 0.410" de_lowest_kcal_mol=109.52 multiplicity=6 s_squared=8.877 total_charge=-1 max_force_ev_per_a=1.056
Mn -0.53 0.55 -0.14
C 4.41 4.55 -1.68
C 4.66 4.58 -0.30
C 3.88 3.86 0.58
C 2.84 3.10 0.07
C 1.86 2.26 0.70
N 1.07 1.74 -0.27
C 1.44 2.21 -1.47
N 0.68 1.88 -2.56
C -1.41 0.87 -2.96
C -1.62 0.46 -4.26
C -1.17 0.66 -5.62
C -1.06 -0.33 -6.54
C -1.15 -1.81 -6.43
C -1.05 -2.58 -5.34
C -0.91 -1.87 -4.05
C -0.24 -2.07 -2.68
N 0.23 -3.30 -2.14
C 0.39 -3.39 -0.88
N 0.24 -2.37 0.09
C 0.38 -2.91 1.27
N 0.23 -2.32 2.48
C 0.27 -1.03 2.61
N 0.49 0.00 1.73
C 0.97 1.07 2.45
N 1.68 2.08 2.02
C 0.75 0.83 3.89
C 0.92 1.63 5.01
C 0.57 1.08 6.24
C 0.10 -0.23 6.33
C -0.04 -1.04 5.21
C 0.29 -0.47 3.99
C 0.69 -4.36 1.19
C 0.96 -5.31 2.15
C 1.27 -6.60 1.71
C 1.30 -6.90 0.35
C 1.03 -5.93 -0.62
C 0.73 -4.66 -0.17
N -0.83 -1.12 -1.78
C 2.60 3.06 -1.32
C 3.38 3.79 -2.21
H 5.03 5.13 -2.35
H 5.48 5.19 0.07
H 4.06 3.90 1.65
H -0.93 1.67 -5.95
H -0.80 -0.01 -7.54
H -1.24 -2.31 -7.39
H -1.08 -3.66 -5.42
H 1.29 2.64 4.92
H 0.66 1.67 7.13
H -0.17 -0.63 7.31
H -0.39 -2.06 5.27
H 0.93 -5.06 3.20
H 1.48 -7.37 2.43
H 1.54 -7.90 0.03
H 1.05 -6.16 -1.67
H 3.18 3.80 -3.27
Br -3.87 -3.19 5.27
C -3.39 -2.38 3.62
C -3.27 -3.15 2.48
C -2.88 -2.57 1.29
C -2.61 -1.19 1.21
C -2.77 -0.43 2.38
C -3.15 -1.01 3.57
N -2.13 -0.57 0.08
C -2.16 -1.22 -1.17
C -1.95 -0.43 -2.42
C -2.07 -0.90 -3.85
C 0.53 -1.40 -3.78
C 1.27 -0.11 -3.99
C 1.39 1.14 -3.55
N -0.59 1.51 -2.12
H -3.45 -4.22 2.52
H -2.73 -3.21 0.43
H -2.59 0.64 2.34
H -3.24 -0.41 4.46
H -2.70 -2.15 -1.33
H -3.00 -1.32 -4.23
H 1.15 -2.18 -4.23
H 1.99 -0.28 -4.78
H 2.16 1.74 -4.01
C -0.60 4.46 3.56
S -1.88 5.41 2.72
C -1.36 5.25 1.05
C -1.32 4.11 0.30
S -1.81 2.55 0.87
S -0.81 4.38 -1.36
C -0.56 6.08 -1.28
S -0.05 6.98 -2.58
S -0.89 6.73 0.26
H -0.78 4.58 4.62
H 0.39 4.84 3.31
H -0.67 3.41 3.28


Record 16
48
Properties=species:S:1:pos:R:3 method="wB97M-V/def2-TZVPD" lumo_energy_ev=-9.159 total_charge=+2 max_force_ev_per_a=1.725
C 3.93 -2.49 0.59
C 3.00 -1.35 0.26
Br 2.08 -0.76 1.89
C 2.01 -1.74 -0.87
C 0.64 -1.16 -0.70
C 0.46 0.18 -1.06
C -0.81 0.76 -0.83
C -1.86 -0.01 -0.33
F -3.04 0.64 -0.23
C -1.72 -1.35 0.02
C -2.90 -2.15 0.52
C -3.87 -1.46 1.47
O -4.98 -1.01 0.70
C -5.82 -0.13 1.33
O -6.99 -0.12 1.12
C -0.43 -1.90 -0.16
B -0.17 -3.44 0.26
O -0.44 -3.85 1.53
O 0.32 -4.31 -0.65
S -1.04 2.45 -1.25
C 0.56 3.10 -0.90
C 0.68 4.41 -0.41
N -0.44 5.22 -0.22
C 1.97 4.86 -0.17
C 3.07 4.05 -0.38
C 2.92 2.75 -0.84
C 1.66 2.27 -1.11
N 1.51 0.94 -1.64
H 4.78 -2.14 1.17
H 3.41 -3.24 1.18
H 4.28 -2.96 -0.33
H 3.57 -0.50 -0.09
H 2.42 -1.30 -1.78
H 1.98 -2.81 -1.03
H -3.49 -2.42 -0.35
H -2.58 -3.09 0.97
H -3.42 -0.65 2.06
H -4.24 -2.21 2.17
H -5.33 0.59 2.00
H -0.51 -3.15 2.18
H 0.89 -4.96 -0.22
H -1.22 4.70 0.16
H -0.24 5.96 0.44
H 2.12 5.87 0.19
H 4.07 4.43 -0.20
H 3.79 2.12 -1.01
H 1.36 1.03 -2.64
Ti -1.95 0.32 -2.84